Arrangement A

Here is 2 unconnected molecules or ions with the total composition C5H7N2S from the OMol25 dataset. Energies are from ωB97M-V/def2-TZVPD.

- molecular weight (u) = 127.192
- net charge = +1
- highest occupied orbital energy (spin up / spin down) (eV) = -13.443 / -13.215

Bonds (Å) are listed after each position.
Atoms and positions in Å:
1 C -2.112 0.596 -0.209  C2 1.431, C3 1.382, H9 1.068
2 C -1.725 -0.776 -0.085  C1 1.431, C4 1.373, H10 1.069
3 C -1.137 1.571 -0.115  C1 1.382, C5 1.463, H11 1.029
4 C -0.406 -1.158 -0.078  C2 1.373, N6 1.362, H12 1.032
5 C 0.238 1.096 0.034  C3 1.463, N6 1.320, H13 1.046
6 N 0.542 -0.188 0.035  C4 1.362, C5 1.320, N7 1.363
7 N 1.831 -0.619 -0.064  N6 1.363, S8 1.596
8 S 3.041 0.380 0.227  N7 1.596, H15 1.284
9 H -3.121 0.879 -0.416  C1 1.068
10 H -2.488 -1.503 -0.260  C2 1.069
11 H -1.448 2.521 0.128  C3 1.029
12 H -0.129 -2.147 0.025  C4 1.032
13 H 1.128 1.619 0.209  C5 1.046
14 H 1.953 -2.042 1.148  no bonds
15 H 3.833 -0.229 -0.579  S8 1.284

***

Arrangement B

Here is a gas-phase ion, C5H7N2S (charge +1) from the OMol25 dataset. Energies are from ωB97M-V/def2-TZVPD.

- molecular weight (u) = 127.192
- net charge = +1
- highest occupied orbital energy (eV) = -13.076

Bonds (Å) are listed after each position.
Atoms and positions in Å:
1 C 2.061 -1.323 0.127  C2 1.349, N6 1.433, H9 1.018
2 C 1.051 -1.112 -0.741  C1 1.349, N7 1.378, H10 1.001
3 C 0.773 0.165 1.111  N6 1.351, N7 1.428, S8 1.688
4 C -0.966 0.547 -0.516  C5 1.516, N7 1.443, H11 1.149, H12 1.189
5 C -1.571 1.098 0.760  C4 1.516, S8 1.896, H13 1.058, H14 1.066
6 N 2.002 -0.388 1.211  C1 1.433, C3 1.351, H15 1.017
7 N 0.188 -0.228 -0.130  C2 1.378, C3 1.428, C4 1.443
8 S -0.163 1.234 2.022  C3 1.688, C5 1.896
9 H 2.851 -1.886 -0.180  C1 1.018
10 H 0.894 -1.713 -1.527  C2 1.001
11 H -1.861 0.032 -1.019  C4 1.149
12 H -0.689 1.459 -1.227  C4 1.189
13 H -1.982 2.072 0.718  C5 1.058
14 H -2.250 0.368 1.138  C5 1.066
15 H 2.605 -0.316 2.027  N6 1.017

***

Arrangement C

Here is a gas-phase ion, C5H7N2S (charge +1) from the OMol25 dataset. Energies are from ωB97M-V/def2-TZVPD.

- structure (SMILES) = CC(=S)[n+]1cc[nH]c1
- molecular weight (u) = 127.192
- net charge = +1
- highest occupied orbital energy (eV) = -13.149

Bonds (Å) are listed after each position.
Atoms and positions in Å:
1 C -1.774 0.100 -1.804  C2 1.757, H9 1.043, H10 1.156, H11 1.045
2 C -1.207 -0.537 -0.268  C1 1.757, S3 1.565, N4 1.386
3 S -2.227 -1.399 0.549  C2 1.565
4 N -0.003 -0.176 0.315  C2 1.386, C5 1.366, C8 1.309
5 C 0.981 0.591 -0.242  N4 1.366, C6 1.337, H12 1.110
6 C 1.952 0.667 0.675  C5 1.337, N7 1.383, H13 1.107
7 N 1.538 -0.058 1.777  C6 1.383, C8 1.346, H14 1.006
8 C 0.342 -0.610 1.500  N4 1.309, N7 1.346, H15 1.017
9 H -2.776 -0.179 -1.872  C1 1.043
10 H -1.236 -0.362 -2.717  C1 1.156
11 H -1.538 1.118 -1.776  C1 1.045
12 H 1.004 1.068 -1.244  C5 1.110
13 H 2.898 1.224 0.529  C6 1.107
14 H 2.227 -0.185 2.499  N7 1.006
15 H -0.182 -1.261 2.078  C8 1.017

***

Energy above the most stable structure, in hartree: arrangement A 0.1946; arrangement B 0.0000; arrangement C 0.0345